Record 1
{
  "formula": "C27H36CrGeN3O5PSSe",
  "method": "wB97M-V/def2-TZVPD",
  "multiplicity": 2,
  "e_homo_ev": [-10.674, -10.713],
  "max_force_ev_per_a": 1.6,
  "de_lowest_kcal_mol": 20.9,
  "charge": 1,
  "lumo_energy_ev": [-3.20, -2.78],
  "symbols": ["Cr", "S", "C", "C", "C", "C", "C", "C", "N", "C", "C", "C", "C", "C", "C", "C", "H", "H", "H", "H", "H", "H", "H", "H", "C", "C", "N", "C", "C", "N", "C", "O", "O", "C", "O", "O", "H", "H", "H", "H", "H", "C", "Ge", "C", "C", "C", "Se", "C", "H", "H", "H", "H", "H", "H", "H", "H", "H", "H", "H", "H", "H", "H", "C", "P", "C", "C", "O", "H", "H", "H", "H", "H", "H", "H", "H", "H"],
  "xyz": [[0.78, -0.21, 0.19], [5.04, 0.62, -0.76], [4.94, -1.08, -0.36], [5.93, -2.06, -0.45], [5.59, -3.34, -0.09], [4.30, -3.66, 0.37], [3.33, -2.69, 0.47], [3.66, -1.38, 0.10], [2.81, -0.29, 0.14], [3.39, 0.80, -0.29], [2.58, 2.00, -0.30], [3.05, 3.29, -0.55], [2.19, 4.36, -0.40], [0.88, 4.14, 0.02], [0.41, 2.85, 0.24], [1.25, 1.75, 0.06], [6.92, -1.82, -0.81], [6.33, -4.13, -0.16], [4.07, -4.68, 0.63], [2.33, -2.94, 0.81], [4.08, 3.45, -0.85], [2.54, 5.37, -0.59], [0.22, 4.98, 0.17], [-0.61, 2.71, 0.56], [-2.55, -1.28, 2.06], [-1.88, -1.99, 0.94], [-0.84, -1.55, 0.25], [-0.61, -2.47, -0.75], [-1.53, -3.47, -0.67], [-2.31, -3.15, 0.41], [-1.78, -4.74, -1.41], [-1.01, -4.97, -2.45], [-2.65, -5.47, -1.01], [0.42, -2.18, -1.77], [0.61, -2.94, -2.71], [1.04, -1.06, -1.56], [-2.85, -1.97, 2.85], [-1.87, -0.53, 2.46], [-3.45, -0.78, 1.70], [-3.09, -3.73, 0.70], [-0.36, -4.24, -2.60], [-3.87, 1.88, -4.15], [-4.25, 1.90, -2.25], [-5.45, 3.36, -1.77], [-4.96, 0.18, -1.66], [-2.56, 2.15, -1.27], [-1.29, 0.75, -1.73], [-0.22, 1.75, -2.99], [-4.78, 1.67, -4.72], [-3.14, 1.11, -4.39], [-3.48, 2.85, -4.48], [-6.41, 3.25, -2.27], [-5.02, 4.32, -2.06], [-5.63, 3.37, -0.69], [-5.75, -0.17, -2.32], [-5.37, 0.26, -0.65], [-4.17, -0.57, -1.66], [-2.74, 2.10, -0.19], [-2.09, 3.11, -1.47], [-0.86, 2.12, -3.80], [0.52, 1.06, -3.39], [0.27, 2.58, -2.48], [0.62, 1.33, 4.51], [1.21, -0.03, 3.51], [0.82, -1.55, 4.37], [2.99, 0.10, 3.40], [0.56, 0.02, 2.14], [1.04, 1.28, 5.52], [-0.47, 1.28, 4.58], [0.91, 2.27, 4.04], [1.45, -1.66, 5.26], [1.00, -2.39, 3.70], [-0.22, -1.55, 4.67], [3.44, 0.05, 4.39], [3.25, 1.05, 2.93], [3.37, -0.72, 2.79]]
}

---

Record 2
{
  "formula": "C3H4O2S2",
  "method": "wB97M-V/def2-TZVPD",
  "e_homo_ev": -8.929,
  "max_force_ev_per_a": 2.4,
  "de_lowest_kcal_mol": 41.2,
  "lumo_energy_ev": 0.09,
  "symbols": ["C", "C", "C", "O", "O", "S", "S", "H", "H", "H", "H"],
  "xyz": [[1.96, 0.94, 0.13], [2.03, 1.67, -0.96], [-0.23, -0.84, 0.16], [2.15, 2.18, -2.00], [-0.62, 0.08, 1.04], [1.57, -0.79, -0.19], [-1.18, -0.46, -1.35], [1.97, 1.19, 1.21], [-0.36, -1.78, 0.65], [-0.80, -1.57, -1.88], [-0.23, 0.85, 0.60]]
}

---

Record 3
{
  "formula": "C7H11N",
  "method": "wB97M-V/def2-TZVPD",
  "e_homo_ev": -9.241,
  "max_force_ev_per_a": 8.9,
  "de_lowest_kcal_mol": 152.8,
  "lumo_energy_ev": 1.07,
  "symbols": ["C", "C", "C", "C", "C", "C", "C", "H", "H", "H", "H", "H", "H", "H", "H", "H", "H", "H", "N"],
  "xyz": [[0.88, 1.03, 0.74], [1.59, 0.79, -0.62], [2.63, -0.34, -0.49], [-2.93, 0.36, -0.41], [-1.79, -0.36, -0.58], [-0.88, -0.85, 0.42], [0.49, -0.44, 0.68], [1.47, 1.27, 1.46], [-0.08, 1.57, 0.51], [1.27, 1.54, -1.49], [3.24, -0.49, -1.35], [3.12, -0.43, 0.41], [-3.11, 0.75, 0.58], [-3.57, 0.57, -1.38], [-1.74, -0.52, -1.71], [-1.18, -0.38, 1.44], [-1.30, -1.92, 0.79], [0.59, -1.25, 1.62], [1.31, -0.91, -0.63]]
}

---

Record 4
{
  "formula": "C4H4N2S2",
  "method": "wB97M-V/def2-TZVPD",
  "e_homo_ev": -9.046,
  "max_force_ev_per_a": 0.9,
  "de_lowest_kcal_mol": 0.0,
  "lumo_energy_ev": 0.52,
  "symbols": ["C", "C", "C", "C", "H", "H", "H", "H", "N", "N", "S", "S"],
  "xyz": [[-0.40, -0.93, 0.24], [0.57, -1.20, -0.72], [1.27, -0.10, -1.21], [0.09, 1.28, 0.10], [-2.06, -1.40, 1.74], [0.80, -2.19, -1.06], [2.03, -0.26, -1.98], [-1.16, 2.62, 1.48], [1.05, 1.14, -0.82], [-0.64, 0.32, 0.66], [-1.35, -2.23, 0.95], [-0.19, 2.95, 0.62]]
}

---

Record 5
{
  "formula": "CH2N2OS",
  "method": "wB97M-V/def2-TZVPD",
  "e_homo_ev": [-10.704, -10.704],
  "max_force_ev_per_a": 4.6,
  "de_lowest_kcal_mol": 93.9,
  "lumo_energy_ev": [-2.48, -2.48],
  "symbols": ["C", "N", "N", "O", "S", "H", "H"],
  "xyz": [[1.20, -0.89, 0.09], [2.04, -1.64, 0.09], [-0.77, 0.49, -1.06], [0.59, 1.67, 0.56], [-0.10, 0.44, 0.28], [-1.44, -0.07, -1.56], [-1.52, 0.00, 1.60]]
}

---

Record 6
{
  "formula": "C30H90O15",
  "method": "wB97M-V/def2-TZVPD",
  "e_homo_ev": -9.457,
  "max_force_ev_per_a": 1.4,
  "de_lowest_kcal_mol": 91.0,
  "lumo_energy_ev": -0.08,
  "symbols": ["C", "C", "O", "H", "H", "H", "H", "H", "H", "C", "C", "O", "H", "H", "H", "H", "H", "H", "C", "C", "O", "H", "H", "H", "H", "H", "H", "C", "C", "O", "H", "H", "H", "H", "H", "H", "C", "C", "O", "H", "H", "H", "H", "H", "H", "C", "C", "O", "H", "H", "H", "H", "H", "H", "C", "C", "O", "H", "H", "H", "H", "H", "H", "C", "C", "O", "H", "H", "H", "H", "H", "H", "C", "C", "O", "H", "H", "H", "H", "H", "H", "C", "C", "O", "H", "H", "H", "H", "H", "H", "C", "C", "O", "H", "H", "H", "H", "H", "H", "C", "C", "O", "H", "H", "H", "H", "H", "H", "C", "C", "O", "H", "H", "H", "H", "H", "H", "C", "C", "O", "H", "H", "H", "H", "H", "H", "C", "C", "O", "H", "H", "H", "H", "H", "H"],
  "xyz": [[-25.48, 15.13, 14.54], [-25.57, 15.49, 13.08], [-24.92, 14.47, 12.26], [-26.04, 14.22, 14.76], [-25.89, 15.91, 15.20], [-24.46, 14.99, 14.90], [-25.04, 16.42, 12.85], [-26.61, 15.59, 12.76], [-23.98, 14.56, 12.47], [-29.01, 13.82, 11.22], [-29.96, 12.65, 11.34], [-31.21, 13.08, 11.87], [-28.60, 14.13, 12.18], [-29.47, 14.68, 10.73], [-28.15, 13.49, 10.63], [-29.49, 11.88, 11.97], [-30.10, 12.21, 10.34], [-31.83, 12.35, 11.74], [-29.84, 14.31, 15.22], [-31.29, 13.85, 15.22], [-31.53, 13.13, 16.43], [-29.60, 15.07, 15.97], [-29.55, 14.73, 14.26], [-29.18, 13.47, 15.47], [-31.46, 13.25, 14.32], [-31.91, 14.76, 15.11], [-32.46, 13.23, 16.66], [-21.50, 12.53, 13.97], [-20.98, 13.66, 13.09], [-22.05, 14.07, 12.18], [-20.75, 12.28, 14.72], [-21.68, 11.63, 13.39], [-22.37, 12.91, 14.50], [-20.04, 13.41, 12.58], [-20.76, 14.52, 13.73], [-21.63, 14.78, 11.67], [-23.50, 18.90, 12.92], [-22.06, 18.50, 13.15], [-21.93, 17.09, 13.45], [-23.65, 19.99, 12.94], [-24.09, 18.52, 13.75], [-23.88, 18.56, 11.96], [-21.60, 19.05, 13.98], [-21.44, 18.79, 12.29], [-21.90, 16.66, 12.59], [-25.59, 13.78, 17.75], [-24.76, 12.53, 17.57], [-23.40, 12.80, 17.94], [-25.09, 14.70, 17.43], [-25.88, 13.90, 18.80], [-26.53, 13.82, 17.19], [-24.81, 12.26, 16.50], [-25.23, 11.69, 18.09], [-22.87, 12.06, 17.62], [-28.92, 18.56, 18.52], [-28.92, 17.41, 17.53], [-27.89, 17.55, 16.54], [-27.93, 18.73, 18.96], [-29.61, 18.40, 19.35], [-29.23, 19.50, 18.04], [-29.87, 17.34, 16.99], [-28.77, 16.48, 18.08], [-27.01, 17.30, 16.93], [-20.70, 16.64, 17.04], [-22.01, 15.97, 16.68], [-22.93, 16.91, 16.08], [-20.82, 17.43, 17.79], [-20.20, 17.03, 16.16], [-20.01, 15.95, 17.54], [-22.48, 15.53, 17.56], [-21.86, 15.17, 15.95], [-22.63, 17.04, 15.16], [-26.23, 11.15, 13.92], [-24.74, 10.92, 13.75], [-24.28, 9.87, 14.62], [-26.52, 12.00, 13.29], [-26.42, 11.47, 14.95], [-26.81, 10.29, 13.62], [-24.17, 11.78, 14.08], [-24.49, 10.71, 12.70], [-24.80, 9.07, 14.46], [-26.69, 16.93, 10.27], [-25.26, 16.89, 9.78], [-24.64, 18.16, 9.89], [-27.09, 15.93, 10.46], [-27.33, 17.41, 9.52], [-26.81, 17.52, 11.19], [-25.27, 16.60, 8.73], [-24.64, 16.19, 10.33], [-25.09, 18.80, 9.34], [-24.88, 18.77, 19.32], [-25.08, 17.35, 18.81], [-25.27, 17.24, 17.40], [-25.15, 18.80, 20.38], [-25.49, 19.51, 18.80], [-23.83, 19.08, 19.25], [-25.97, 16.92, 19.28], [-24.25, 16.71, 19.13], [-24.37, 17.23, 17.00], [-21.23, 10.70, 8.66], [-21.35, 11.85, 9.62], [-22.49, 11.72, 10.48], [-21.19, 9.73, 9.18], [-20.26, 10.74, 8.17], [-22.03, 10.64, 7.93], [-21.49, 12.76, 9.01], [-20.41, 12.02, 10.16], [-22.42, 12.46, 11.12], [-25.31, 20.21, 15.55], [-26.14, 19.42, 14.54], [-27.53, 19.66, 14.71], [-24.24, 19.99, 15.43], [-25.55, 19.89, 16.57], [-25.46, 21.28, 15.42], [-25.91, 18.35, 14.72], [-25.88, 19.64, 13.51], [-27.88, 19.09, 15.42], [-29.33, 17.51, 12.88], [-30.41, 17.65, 13.95], [-31.73, 17.77, 13.42], [-29.43, 18.38, 12.22], [-29.49, 16.65, 12.23], [-28.36, 17.44, 13.36], [-30.17, 18.54, 14.54], [-30.37, 16.79, 14.63], [-31.94, 16.92, 13.03], [-26.00, 13.90, 8.21], [-25.19, 13.13, 9.23], [-24.62, 11.97, 8.62], [-26.46, 14.77, 8.68], [-26.82, 13.27, 7.87], [-25.40, 14.18, 7.35], [-25.81, 12.82, 10.09], [-24.39, 13.75, 9.67], [-23.94, 11.64, 9.23]]
}

---

Record 7
{
  "formula": "C6H11N",
  "method": "wB97M-V/def2-TZVPD",
  "multiplicity": 2,
  "e_homo_ev": [1.248, -4.570],
  "max_force_ev_per_a": 1.4,
  "de_lowest_kcal_mol": 22.9,
  "charge": -1,
  "lumo_energy_ev": [4.09, 3.91],
  "symbols": ["C", "C", "C", "N", "C", "C", "C", "H", "H", "H", "H", "H", "H", "H", "H", "H", "H", "H"],
  "xyz": [[1.14, 1.43, 0.45], [0.51, 0.33, -0.37], [1.19, -0.75, -0.79], [2.41, -1.29, -0.31], [-0.97, 0.47, -0.64], [-1.74, 0.27, 0.62], [-2.85, -0.47, 0.81], [1.11, 1.25, 1.52], [2.22, 1.51, 0.25], [0.72, 2.42, 0.22], [0.63, -1.45, -1.41], [2.78, -0.62, 0.36], [2.19, -2.11, 0.27], [-1.34, -0.28, -1.35], [-1.08, 1.46, -1.12], [-1.29, 0.73, 1.50], [-3.43, -0.32, 1.72], [-3.18, -1.30, 0.20]]
}

---

Record 8
{
  "formula": "C43H47N8O6SSbTl",
  "method": "wB97M-V/def2-TZVPD",
  "e_homo_ev": -9.223,
  "max_force_ev_per_a": 1.5,
  "de_lowest_kcal_mol": 53.2,
  "charge": 1,
  "lumo_energy_ev": -5.37,
  "symbols": ["Tl", "C", "C", "C", "C", "C", "C", "N", "Sb", "C", "C", "C", "C", "C", "C", "N", "C", "C", "C", "C", "C", "C", "N", "H", "H", "H", "H", "H", "H", "H", "H", "H", "H", "H", "H", "H", "H", "H", "H", "H", "H", "O", "C", "O", "C", "C", "N", "N", "C", "C", "O", "O", "H", "H", "H", "C", "C", "N", "C", "S", "N", "C", "C", "H", "H", "H", "H", "H", "H", "H", "H", "H", "H", "H", "H", "C", "C", "C", "C", "C", "C", "N", "C", "C", "C", "C", "C", "C", "C", "O", "O", "C", "C", "H", "H", "H", "H", "H", "H", "H", "H", "H", "H", "H", "H", "H", "H"],
  "xyz": [[0.98, 0.54, 0.05], [0.74, -2.87, 0.28], [1.77, -2.61, -0.77], [2.23, -3.67, -1.55], [3.21, -3.47, -2.49], [3.73, -2.20, -2.64], [3.23, -1.18, -1.86], [2.27, -1.37, -0.94], [4.15, 0.72, -2.20], [2.54, 1.83, -3.07], [2.80, 2.08, -4.41], [1.91, 2.83, -5.14], [0.82, 3.34, -4.50], [0.60, 3.06, -3.15], [-0.60, 3.68, -2.51], [1.44, 2.29, -2.43], [4.24, 1.40, -0.15], [5.56, 1.55, 0.23], [5.85, 1.97, 1.52], [4.81, 2.24, 2.37], [3.49, 2.08, 1.94], [2.43, 2.38, 2.94], [3.20, 1.65, 0.69], [0.60, -3.94, 0.41], [-0.21, -2.42, -0.02], [1.06, -2.43, 1.22], [1.80, -4.65, -1.39], [3.56, -4.30, -3.10], [4.51, -2.00, -3.36], [3.70, 1.69, -4.86], [2.08, 3.03, -6.19], [0.11, 3.98, -5.02], [-0.62, 4.75, -2.72], [-0.59, 3.54, -1.45], [-1.51, 3.25, -2.93], [6.35, 1.34, -0.48], [6.88, 2.08, 1.84], [4.99, 2.57, 3.38], [2.68, 3.30, 3.47], [2.38, 1.57, 3.66], [1.46, 2.48, 2.47], [-0.15, -2.42, 5.56], [-1.30, -2.35, 4.92], [-2.31, -2.88, 5.31], [-1.35, -1.55, 3.65], [-2.53, -1.28, 2.99], [-2.22, -0.61, 1.88], [-0.90, -0.43, 1.75], [-0.36, -0.99, 2.82], [1.12, -0.89, 3.00], [1.59, -1.19, 4.10], [1.80, -0.43, 2.02], [0.57, -1.94, 5.08], [-3.54, -1.53, 3.27], [-2.84, -0.23, 1.18], [-0.38, 6.99, 3.35], [0.44, 5.71, 3.31], [-0.07, 4.76, 2.33], [-0.75, 3.62, 2.47], [-1.12, 2.70, 1.07], [-1.15, 3.13, 3.65], [-1.46, 3.80, 4.92], [-0.50, 3.41, 6.04], [0.01, 7.67, 4.11], [-1.42, 6.78, 3.57], [-0.34, 7.50, 2.38], [0.48, 5.24, 4.29], [1.47, 5.94, 3.03], [0.08, 5.00, 1.36], [-1.49, 2.19, 3.57], [-2.47, 3.49, 5.19], [-1.49, 4.87, 4.77], [-0.45, 2.33, 6.14], [-0.86, 3.83, 6.98], [0.50, 3.79, 5.86], [-0.76, -7.10, -3.64], [-1.33, -6.01, -2.77], [-1.12, -6.05, -1.40], [-1.62, -5.06, -0.58], [-2.32, -4.00, -1.13], [-2.56, -3.96, -2.51], [-3.36, -2.93, -3.03], [-3.52, -1.64, -2.52], [-4.82, -1.14, -2.42], [-5.07, 0.16, -2.01], [-4.01, 1.00, -1.69], [-2.71, 0.49, -1.76], [-2.44, -0.80, -2.18], [-0.99, -1.18, -2.45], [-0.78, -1.90, -3.41], [-0.02, -0.70, -1.72], [-2.07, -4.97, -3.34], [-2.31, -4.94, -4.83], [-0.16, -7.79, -3.06], [-0.13, -6.69, -4.43], [-1.56, -7.68, -4.13], [-0.58, -6.89, -0.97], [-1.48, -5.12, 0.49], [-2.76, -3.24, -0.51], [-3.88, -3.13, -3.86], [-5.65, -1.80, -2.66], [-6.08, 0.53, -1.95], [-4.17, 2.02, -1.39], [-1.87, 1.13, -1.53], [-2.68, -3.97, -5.18], [-3.02, -5.71, -5.12], [-1.39, -5.13, -5.37]]
}